# 1
# C23H27BrIN6O7P2W

A molecular structure, C23H27BrIN6O7P2W (the ωB97M-V functional and the def2-TZVPD basis, OMol25).

ORCA input file:
```
! wB97M-V def2-TZVPD RIJCOSX def2/J DEFGRID3
* xyz 1 3
W -0.036 0.292 -0.215
Br 7.862 -0.878 5.837
C 6.280 -1.877 5.606
C 5.058 -1.310 5.949
C 3.894 -2.027 5.758
C 3.949 -3.322 5.214
C 5.196 -3.893 4.913
C 6.355 -3.170 5.098
N 2.831 -4.077 4.949
N 1.661 -3.544 5.065
C 1.087 -2.793 4.126
C -0.143 -2.186 4.476
C -0.835 -1.344 3.620
C -0.294 -1.079 2.377
O -0.851 -0.340 1.425
C 0.942 -1.633 2.000
N 1.339 -1.226 0.773
C 2.402 -1.825 0.239
C 3.084 -2.835 0.906
C 2.715 -3.200 2.188
C 1.627 -2.561 2.793
H 5.026 -0.315 6.372
H 2.940 -1.601 6.036
H 5.227 -4.902 4.524
H 7.316 -3.601 4.857
H -0.527 -2.397 5.464
H -1.784 -0.909 3.905
H 2.714 -1.486 -0.737
H 3.917 -3.314 0.414
H 3.242 -3.991 2.701
N 3.412 3.195 -2.838
C 2.322 3.061 -1.783
C 2.129 4.394 -1.074
P 2.956 1.677 -0.696
O 2.806 2.134 0.824
O 4.370 1.461 -1.071
O 1.936 0.575 -0.946
P 0.872 2.376 -2.739
O 0.165 3.727 -3.188
O 1.524 1.638 -3.861
O -0.120 1.596 -1.896
H 3.573 4.163 -3.108
H 3.101 2.634 -3.655
H 4.267 2.755 -2.449
H 3.079 4.758 -0.676
H 1.450 4.282 -0.234
H 1.712 5.139 -1.752
H 3.650 2.442 1.180
H -0.755 3.628 -3.470
C 2.011 -2.216 -4.938
C 1.218 -2.189 -3.676
C 0.654 -3.203 -2.922
C 0.036 -2.572 -1.839
N 0.223 -1.249 -1.922
N 0.947 -1.044 -3.041
C -0.778 -3.208 -0.762
H 1.694 -3.044 -5.567
H 3.073 -2.344 -4.722
H 1.886 -1.288 -5.495
H 0.661 -4.257 -3.141
H 1.198 -0.100 -3.340
H -0.271 -4.091 -0.371
H -1.742 -3.521 -1.164
H -0.989 -2.527 0.060
I -2.665 0.144 -1.013
C -0.096 1.992 0.646
H -0.145 2.038 1.732
H -0.180 2.963 0.171
*
```

Output
HOMO (spin up / spin down) in eV: -10.06 / -10.70
Total energy in Eh: -5369.404122
Gap between HOMO and LUMO (spin up / spin down) in eV: 6.05 / 6.21

=====

# 2
# C23H27Cl6F3OS

7 unconnected molecules or ions with the total composition C23H27Cl6F3OS (the ωB97M-V functional and the def2-TZVPD basis, OMol25).

ORCA input file:
```
! wB97M-V def2-TZVPD RIJCOSX def2/J DEFGRID3
* xyz 0 1
C -7.816 -17.869 5.172
S -9.092 -19.001 5.653
O -9.290 -19.904 4.478
C -8.084 -19.967 6.748
H -8.161 -17.288 4.315
H -6.890 -18.435 4.926
H -7.592 -17.188 5.993
H -7.701 -19.419 7.583
H -7.381 -20.587 6.208
H -8.761 -20.699 7.195
F -7.517 -19.633 -2.144
C -7.894 -18.784 -3.181
C -9.053 -19.091 -3.823
C -9.455 -18.342 -4.964
C -8.668 -17.308 -5.406
C -7.456 -17.010 -4.843
C -7.064 -17.764 -3.684
H -9.631 -19.935 -3.436
H -10.324 -18.719 -5.531
H -9.000 -16.737 -6.286
H -6.817 -16.243 -5.277
H -6.148 -17.493 -3.170
F -9.937 -12.886 4.091
C -10.406 -13.108 2.851
C -10.494 -14.358 2.286
C -10.933 -14.545 0.977
C -11.267 -13.493 0.208
C -11.237 -12.189 0.764
C -10.807 -12.046 2.065
H -10.218 -15.250 2.860
H -10.960 -15.565 0.622
H -11.630 -13.566 -0.803
H -11.552 -11.348 0.171
H -10.863 -11.056 2.493
F -2.938 -17.220 -3.694
C -3.354 -17.200 -2.390
C -3.235 -18.309 -1.573
C -3.802 -18.263 -0.307
C -4.303 -17.094 0.194
C -4.275 -15.940 -0.553
C -3.824 -15.987 -1.876
H -2.824 -19.208 -2.024
H -3.834 -19.154 0.332
H -4.749 -17.134 1.184
H -4.693 -15.022 -0.167
H -3.890 -15.091 -2.473
C -7.925 -13.490 -1.626
Cl -7.074 -12.622 -0.388
Cl -6.852 -14.174 -2.894
H -8.396 -14.308 -1.069
H -8.709 -12.871 -2.072
C -10.261 -21.710 1.537
Cl -9.105 -23.113 1.391
Cl -10.736 -21.064 -0.033
H -11.193 -22.015 2.020
H -9.696 -21.043 2.140
C -8.681 -17.937 0.178
Cl -7.843 -16.354 0.347
Cl -9.426 -18.369 1.710
H -9.371 -17.886 -0.630
H -7.885 -18.665 0.038
*
```

Output
HOMO in eV: -9.32
ΔE to the lowest compared entry with this formula, charge and spin in kJ/mol: 0.0
Total energy in Eh: -4426.720418
Gap between HOMO and LUMO in eV: 9.84

=====

What did the first record say?
# C23H27BrIN6O7P2W

A molecular structure, C23H27BrIN6O7P2W (the ωB97M-V functional and the def2-TZVPD basis, OMol25).

ORCA input file:
```
! wB97M-V def2-TZVPD RIJCOSX def2/J DEFGRID3
* xyz 1 3
W -0.036 0.292 -0.215
Br 7.862 -0.878 5.837
C 6.280 -1.877 5.606
C 5.058 -1.310 5.949
C 3.894 -2.027 5.758
C 3.949 -3.322 5.214
C 5.196 -3.893 4.913
C 6.355 -3.170 5.098
N 2.831 -4.077 4.949
N 1.661 -3.544 5.065
C 1.087 -2.793 4.126
C -0.143 -2.186 4.476
C -0.835 -1.344 3.620
C -0.294 -1.079 2.377
O -0.851 -0.340 1.425
C 0.942 -1.633 2.000
N 1.339 -1.226 0.773
C 2.402 -1.825 0.239
C 3.084 -2.835 0.906
C 2.715 -3.200 2.188
C 1.627 -2.561 2.793
H 5.026 -0.315 6.372
H 2.940 -1.601 6.036
H 5.227 -4.902 4.524
H 7.316 -3.601 4.857
H -0.527 -2.397 5.464
H -1.784 -0.909 3.905
H 2.714 -1.486 -0.737
H 3.917 -3.314 0.414
H 3.242 -3.991 2.701
N 3.412 3.195 -2.838
C 2.322 3.061 -1.783
C 2.129 4.394 -1.074
P 2.956 1.677 -0.696
O 2.806 2.134 0.824
O 4.370 1.461 -1.071
O 1.936 0.575 -0.946
P 0.872 2.376 -2.739
O 0.165 3.727 -3.188
O 1.524 1.638 -3.861
O -0.120 1.596 -1.896
H 3.573 4.163 -3.108
H 3.101 2.634 -3.655
H 4.267 2.755 -2.449
H 3.079 4.758 -0.676
H 1.450 4.282 -0.234
H 1.712 5.139 -1.752
H 3.650 2.442 1.180
H -0.755 3.628 -3.470
C 2.011 -2.216 -4.938
C 1.218 -2.189 -3.676
C 0.654 -3.203 -2.922
C 0.036 -2.572 -1.839
N 0.223 -1.249 -1.922
N 0.947 -1.044 -3.041
C -0.778 -3.208 -0.762
H 1.694 -3.044 -5.567
H 3.073 -2.344 -4.722
H 1.886 -1.288 -5.495
H 0.661 -4.257 -3.141
H 1.198 -0.100 -3.340
H -0.271 -4.091 -0.371
H -1.742 -3.521 -1.164
H -0.989 -2.527 0.060
I -2.665 0.144 -1.013
C -0.096 1.992 0.646
H -0.145 2.038 1.732
H -0.180 2.963 0.171
*
```

Output
HOMO (spin up / spin down) in eV: -10.06 / -10.70
Total energy in Eh: -5369.404122
Gap between HOMO and LUMO (spin up / spin down) in eV: 6.05 / 6.21